{"formula": "C22H35BrO2P2Pt", "method": "ωB97M-V with the def2-TZVPD basis set", "symbols": ["H", "C", "Pt", "H", "C", "C", "C", "H", "H", "H", "C", "H", "H", "C", "C", "H", "C", "H", "P", "O", "H", "C", "H", "H", "H", "H", "C", "H", "H", "H", "H", "C", "H", "H", "C", "H", "H", "Br", "H", "H", "H", "C", "O", "H", "H", "C", "C", "C", "H", "C", "H", "C", "H", "H", "H", "C", "H", "C", "C", "P", "H", "C", "H"], "xyz": [[-1.602, -2.171, 3.079], [4.316, -4.708, 5.176], [0.223, -1.068, 1.372], [-2.835, -0.003, 2.885], [-1.026, 4.253, -3.149], [-3.301, 1.473, -4.137], [-2.023, 1.988, -4.856], [0.713, 2.937, -2.878], [-1.237, 1.859, -0.252], [-2.289, -2.236, -0.498], [-0.760, 1.936, -4.042], [-1.872, 1.343, -5.737], [-0.174, 1.015, -4.169], [0.038, 0.463, -1.361], [4.786, -4.502, 3.872], [-0.015, -3.046, 3.004], [-3.423, 1.816, -2.680], [-3.202, 3.210, -1.096], [1.390, -0.182, -0.302], [1.983, -1.976, 1.827], [1.840, 1.839, 0.921], [-2.840, -1.577, 0.186], [2.865, 1.724, -0.560], [-2.207, 3.002, -5.241], [-0.145, -0.282, -2.154], [-3.528, 1.111, 1.667], [2.907, -2.746, 4.987], [0.429, 1.353, -1.858], [2.202, -2.020, 5.402], [2.821, -0.941, -2.091], [-0.818, 4.897, -4.023], [2.439, 1.171, 0.287], [-2.877, 5.085, -2.447], [-3.943, 1.070, -2.063], [-1.261, 0.822, -0.624], [-1.941, 1.475, 2.424], [5.535, -5.161, 3.442], [4.981, -3.070, 1.387], [3.052, -3.949, 6.767], [-0.141, -1.491, 3.897], [-4.182, 1.852, -4.685], [-2.597, 0.677, 2.055], [2.879, -0.309, 3.095], [-3.330, 0.377, -4.240], [4.677, -5.565, 5.747], [4.296, -3.439, 3.109], [-0.512, -2.066, 3.035], [3.321, -2.583, 3.658], [-3.717, -1.162, -0.329], [-3.068, 3.003, -2.165], [-0.614, 4.783, -2.277], [-0.302, 2.948, -3.302], [-3.050, 4.200, -3.963], [-3.175, -2.164, 1.053], [3.209, -1.698, -0.497], [2.402, -1.384, -1.177], [-2.092, 0.774, -1.330], [-2.571, 4.166, -2.973], [2.691, -1.496, 2.820], [-1.727, -0.269, 0.785], [1.785, -2.260, -1.424], [3.391, -3.821, 5.737], [3.231, 0.725, 0.907]], "forces_ev_per_a": [[0.25, 0.17, -0.37], [-1.30, -0.67, 3.48], [-0.41, -0.35, 0.90], [0.00, 0.23, -0.18], [-0.10, 0.43, 0.28], [0.02, -0.36, -0.31], [-0.30, -0.11, -0.39], [-0.42, -0.19, -0.12], [0.04, -0.35, -0.11], [-0.17, 0.19, 0.18], [0.32, -0.05, -0.15], [-0.09, 0.31, 0.22], [-0.08, 0.41, 0.17], [0.28, -0.36, -0.11], [1.84, -0.41, -3.16], [-0.23, 0.28, -0.16], [-0.43, 0.98, 0.08], [-0.03, -0.24, -0.26], [-0.19, 0.74, -0.66], [1.36, -0.16, 1.21], [0.20, -0.15, -0.21], [-0.05, 0.08, 0.05], [-0.06, -0.13, 0.17], [0.26, -0.41, 0.12], [0.07, 0.18, 0.37], [0.21, -0.11, 0.10], [-1.43, 0.22, 3.50], [-0.12, -0.16, 0.02], [0.41, -0.33, -0.01], [-0.06, -0.12, 0.19], [-0.02, -0.18, 0.33], [0.04, -0.16, 0.03], [0.04, -0.26, -0.30], [0.29, 0.30, -0.07], [-0.48, 0.08, 0.17], [-0.19, -0.19, -0.08], [-0.12, 0.17, 0.10], [-0.36, -0.57, 1.56], [0.11, -0.06, -0.33], [-0.05, 0.16, -0.38], [0.26, -0.19, 0.17], [-0.10, 0.09, -0.06], [-0.36, -1.76, -0.03], [-0.07, 0.26, 0.03], [-0.12, 0.35, -0.17], [0.35, 0.70, -1.16], [-0.17, -1.31, 1.77], [0.52, 1.48, -4.09], [0.19, -0.07, 0.16], [-0.49, -0.45, -0.09], [-0.04, -0.12, -0.25], [0.15, 0.11, -0.64], [0.03, -0.06, 0.50], [0.04, 0.10, -0.29], [-0.31, 0.15, -0.33], [0.10, -0.12, -0.01], [0.33, 0.25, 0.06], [0.09, 0.54, -0.10], [0.08, 0.67, -0.36], [0.15, 0.37, -0.89], [0.21, 0.27, 0.00], [0.31, -0.37, 0.11], [-0.23, 0.28, -0.20]], "relative_energy_ev": 0.000, "max_force_ev_per_a": 4.384, "charge": 2, "homo_lumo_gap_ev": [5.83, 3.15], "spin_multiplicity": 5, "lumo_energy_ev": [-6.00, -10.19]}